Entry from the Open Molecules 2025 dataset: a molecular structure, C24H43ClMoP2 at a distorted geometry (the ωB97M-V functional and the def2-TZVPD basis).

Last column: Löwdin spin population.
Positions of all 71 atoms, in Å:
Mo: 1.655 -0.756 1.095  1.83
C: -0.445 -0.741 2.779  -0.03
C: -0.180 -1.897 1.945  -0.04
C: 1.692 -1.499 3.283  0.04
C: 0.697 -0.489 3.569  -0.05
C: 1.118 -2.435 2.334  0.01
C: -1.736 -0.010 2.892  0.00
H: -2.469 -0.341 2.152  0.00
H: -1.610 1.074 2.783  0.00
H: -2.200 -0.162 3.877  0.00
C: 0.816 0.569 4.604  -0.01
H: 0.248 1.467 4.335  0.00
H: 1.852 0.864 4.777  0.00
H: 0.424 0.220 5.568  0.00
C: 2.914 -1.792 4.084  0.02
H: 2.702 -2.570 4.832  0.00
H: 3.262 -0.911 4.627  0.00
H: 3.726 -2.161 3.455  0.00
C: 1.642 -3.801 2.039  0.02
H: 1.389 -4.502 2.846  0.00
H: 2.731 -3.796 1.946  0.00
H: 1.227 -4.203 1.112  0.00
C: -1.198 -2.708 1.209  -0.01
H: -1.090 -3.771 1.460  0.00
H: -1.088 -2.620 0.124  0.00
H: -2.216 -2.411 1.484  0.00
C: -2.727 2.816 0.188  0.00
C: -3.757 2.002 -0.060  0.00
C: -3.784 0.880 -1.067  0.00
C: -3.018 1.172 -2.376  0.01
C: -1.650 0.445 -2.461  0.02
C: -1.010 0.216 -1.143  0.13
C: -0.762 1.297 -0.151  0.02
C: -1.355 2.685 -0.413  0.00
H: -4.836 0.713 -1.340  0.00
H: -2.930 2.252 -2.528  0.00
H: -3.473 -0.075 -0.610  0.00
H: -1.350 2.935 -1.475  0.00
H: -2.831 3.651 0.886  0.00
H: -4.699 2.155 0.481  0.00
H: -0.693 3.418 0.066  0.00
H: -1.142 0.918 0.814  0.01
H: -1.292 -0.741 -0.683  0.00
H: 0.325 1.440 0.065  0.01
H: -3.610 0.825 -3.233  0.00
H: -1.824 -0.531 -2.938  0.00
P: -0.262 1.108 -3.441  0.00
C: -0.550 2.865 -3.762  0.00
C: -0.155 0.328 -5.083  0.00
P: 1.292 -0.440 -1.222  0.02
C: 1.285 0.849 -2.632  -0.02
C: 0.869 -1.952 -2.137  0.01
C: 3.167 -0.491 -1.427  0.03
H: 0.018 3.475 -3.031  0.00
H: -1.623 3.091 -3.713  0.00
H: -0.186 3.080 -4.778  0.00
H: 0.445 0.991 -5.733  0.00
H: -1.164 0.212 -5.511  0.00
H: 0.339 -0.653 -5.032  0.00
H: 3.388 -0.883 -2.436  0.00
H: 3.675 -1.106 -0.688  0.00
H: 3.549 0.534 -1.364  0.00
H: 1.717 1.793 -2.255  0.00
H: 1.950 0.438 -3.416  0.00
H: 1.301 -2.814 -1.621  0.00
H: 1.288 -1.892 -3.148  0.00
H: -0.213 -2.092 -2.181  0.00
Cl: 2.571 2.252 0.952  0.00
C: 2.964 0.768 1.868  -0.03
H: 3.989 0.448 1.613  0.01
H: 2.900 1.000 2.946  0.00

The value obtained for the molar mass is 524.95 g/mol. As for the spin multiplicity: 3. The LUMO energy (alpha / beta) comes out at -7.59 / -7.36 eV. The orbital gap (alpha / beta) is 5.07 / 4.82 eV. As for the net charge: +2. The expectation value of S² is 2.144.

---

Entry from the Open Molecules 2025 dataset: a molecular structure, C26H20N4O6V (the ωB97M-V functional and the def2-TZVPD basis).

Last column: Löwdin spin population.
Positions of all 57 atoms, in Å:
V: 1.164 0.487 -0.710  0.82
O: 3.159 6.266 -0.554  0.00
C: 2.688 5.008 -0.634  0.00
C: 1.389 4.723 -1.068  0.00
C: 1.008 3.403 -1.100  0.00
N: 1.837 2.443 -0.723  0.00
C: 3.089 2.689 -0.366  0.00
C: 3.568 3.975 -0.297  0.00
C: 3.853 1.387 -0.170  0.00
O: 5.008 1.372 0.168  0.00
O: 3.094 0.354 -0.451  -0.01
C: -0.293 2.815 -1.619  0.00
O: -1.205 3.506 -1.997  0.00
O: -0.252 1.504 -1.597  0.01
H: 2.477 6.897 -0.813  0.00
H: 0.699 5.495 -1.384  0.00
H: 4.589 4.177 -0.008  0.00
C: 0.144 3.177 3.879  0.00
C: -0.583 3.146 2.697  0.00
C: -0.389 2.119 1.786  0.00
C: 0.542 1.125 2.065  0.01
C: 1.259 1.134 3.255  0.00
C: 1.058 2.168 4.156  0.00
N: 0.766 0.126 1.083  0.05
N: 0.940 -1.099 1.558  0.05
C: 1.006 -1.982 0.551  0.01
C: 1.138 -3.369 0.812  0.00
C: 1.076 -4.246 -0.226  0.01
C: 0.900 -3.766 -1.546  0.01
C: 0.839 -2.422 -1.746  0.01
N: 0.901 -1.525 -0.729  0.02
H: -0.008 3.980 4.588  0.00
H: -1.317 3.914 2.488  0.00
H: -0.985 2.045 0.885  0.00
H: 1.966 0.340 3.452  0.00
H: 1.620 2.187 5.080  0.00
H: 1.266 -3.683 1.837  0.00
H: 1.159 -5.310 -0.047  0.00
H: 0.833 -4.443 -2.385  0.00
H: 0.744 -2.001 -2.740  0.00
C: -3.118 -0.273 -1.949  0.00
C: -2.581 -1.094 -0.806  0.00
O: -1.943 -0.580 0.087  0.00
C: -2.822 -2.575 -0.790  0.00
C: -3.508 -3.230 -1.809  0.00
C: -3.683 -4.605 -1.761  0.00
C: -3.174 -5.331 -0.694  0.00
C: -2.495 -4.681 0.329  0.00
C: -2.321 -3.309 0.282  0.00
H: -2.740 0.741 -1.863  0.00
H: -4.211 -0.266 -1.918  0.00
H: -2.821 -0.696 -2.910  0.00
H: -3.908 -2.671 -2.645  0.00
H: -4.216 -5.110 -2.556  0.00
H: -3.310 -6.405 -0.657  0.00
H: -2.100 -5.248 1.163  0.00
H: -1.795 -2.781 1.067  0.00

The value obtained for the molar mass is 535.41 g/mol. As for the spin multiplicity: 2. The LUMO energy (alpha / beta) comes out at -0.45 / -0.68 eV. The orbital gap (alpha / beta) is 6.76 / 6.55 eV. As for the net charge: 0. The expectation value of S² is 0.782.

---

Entry from the Open Molecules 2025 dataset: a single C4H4F2 molecule at a distorted geometry (the ωB97M-V functional and the def2-TZVPD basis).

Last column: Löwdin charge in e.
Positions of all 10 atoms, in Å:
C: -1.572 -0.975 0.049  0.11
C: -0.711 0.016 -0.094  -0.37
F: -1.193 1.258 -0.247  0.07
C: 0.674 -0.043 -0.068  -0.34
C: 1.522 1.002 0.061  0.13
F: 1.215 -1.263 -0.216  0.07
H: -1.153 -2.018 0.118  0.10
H: -2.673 -0.796 0.177  0.10
H: 1.348 2.017 0.370  0.07
H: 2.543 0.802 -0.149  0.06

The value obtained for the molar mass is 90.07 g/mol. The LUMO energy comes out at 0.36 eV. The orbital gap is 9.57 eV. As for the net charge: 0. As for the SMILES: C=C(F)C(=C)F.

---

Calculated E (a.u.), listed in the same order as above: -2150.6452; -2617.3614; -354.4851